1.
The following is a DFT calculation (ωB97M-V/def2-TZVPD) of one molecule with the formula ClH3N2S at a distorted geometry.

```
7
Properties=species:S:1:pos:R:3:forces:R:3:mulliken_charge:R:1
N -0.718 1.654 -0.067 2.17 -4.60 1.35 -0.485
N -0.381 -1.100 -0.034 -2.77 -2.26 -2.40 -0.361
S 0.236 0.133 0.677 -0.88 6.34 -0.92 0.324
Cl 2.207 0.043 -0.236 -0.21 0.22 0.14 -0.243
H -0.578 2.317 0.700 0.25 -0.13 0.36 0.189
H 0.205 -1.881 -0.156 1.25 -1.08 0.71 0.301
H -0.972 -1.166 -0.883 0.18 1.51 0.77 0.273
```
Forces are in eV/Å.

Computed properties:
- LUMO energy (alpha / beta): -0.4 / -0.4 eV
- Orbital gap (alpha / beta): 0.3142 / 0.3142 Eh
- Spin multiplicity: 1

=====

2.
The following is a DFT calculation (ωB97M-V/def2-TZVPD) of C31H40BINO4ReS4 as an isolated structure at a distorted geometry.

```
83
Properties=species:S:1:pos:R:3:forces:R:3:lowdin_spin:R:1
Re 0.288 0.973 -0.617 0.50 2.45 0.41 0.848
S 2.186 1.507 -1.878 -0.24 -0.66 0.15 0.011
S 3.208 2.858 -0.765 -0.21 0.40 0.28 0.014
S 1.859 4.494 -0.503 0.39 0.01 -0.28 0.005
S -0.005 3.673 -0.573 -0.31 -0.50 0.01 -0.005
C 3.362 0.814 5.465 -0.01 0.02 -0.09 0.000
C 3.244 0.665 3.967 -0.01 0.03 0.02 0.001
C 4.354 0.385 3.183 -0.03 0.00 -0.05 -0.005
C 4.212 0.214 1.807 0.11 -0.06 0.09 0.001
C 5.398 -0.071 0.920 -0.03 0.01 0.06 0.001
C 2.961 0.344 1.239 0.05 -0.22 -0.21 0.005
C 1.839 0.691 1.987 -0.31 -0.30 -0.07 0.016
C 1.996 0.814 3.364 0.05 0.10 0.37 -0.003
N 0.618 0.891 1.288 0.25 -0.27 -0.57 -0.004
C -0.675 1.047 1.998 -0.03 -0.13 0.25 0.006
C -0.769 2.339 2.825 0.04 0.12 0.07 0.000
C -2.141 2.417 3.511 -0.02 -0.04 -0.09 0.000
C -3.239 2.488 2.443 0.09 -0.05 0.01 0.000
C -3.181 1.221 1.582 -0.01 -0.08 0.06 0.000
C -3.433 -0.008 2.459 0.09 0.04 0.00 0.000
C -2.337 -0.085 3.527 -0.03 0.02 -0.04 0.000
C -2.360 1.181 4.392 0.01 0.01 -0.08 0.000
C -0.977 -0.211 2.834 0.04 -0.05 0.06 -0.001
C -1.791 1.129 0.933 -0.11 -0.24 -0.07 0.000
H 4.398 0.711 5.789 -0.01 -0.01 0.00 0.000
H 2.768 0.058 5.985 0.01 0.00 0.00 0.000
H 3.003 1.792 5.793 0.01 -0.01 -0.01 0.000
H 5.333 0.291 3.644 -0.04 -0.01 -0.01 0.000
H 6.274 -0.353 1.506 -0.02 0.01 -0.02 0.000
H 5.649 0.818 0.334 -0.01 -0.04 0.02 0.000
H 5.177 -0.872 0.211 -0.01 0.04 0.03 0.000
H 2.841 0.157 0.178 0.03 0.04 0.05 0.006
H 1.158 1.032 4.013 0.14 -0.02 -0.09 0.000
H -0.634 3.178 2.136 0.02 0.00 0.01 0.000
H 0.026 2.412 3.568 -0.14 -0.01 -0.06 0.000
H -2.171 3.315 4.133 -0.01 0.05 0.00 0.000
H -3.088 3.371 1.816 -0.01 -0.01 0.01 0.000
H -4.226 2.574 2.911 0.02 0.00 0.00 0.000
H -3.926 1.271 0.788 -0.01 0.01 -0.07 0.000
H -3.415 -0.913 1.843 -0.02 0.01 0.02 0.000
H -4.421 0.058 2.926 0.01 0.01 0.00 0.000
H -2.501 -0.961 4.159 0.01 -0.04 0.01 0.000
H -1.579 1.125 5.158 -0.02 -0.01 0.00 0.000
H -3.323 1.256 4.909 0.01 0.01 0.02 0.000
H -0.981 -1.071 2.153 0.03 0.01 0.01 0.000
H -0.194 -0.392 3.571 -0.07 0.01 -0.03 0.000
H -1.680 2.021 0.313 -0.04 0.08 0.09 -0.001
H -1.775 0.215 0.299 0.01 0.09 0.04 0.000
I -1.128 2.199 -9.201 0.00 0.00 -0.03 0.000
C -1.367 1.846 -7.153 0.01 -0.02 0.04 0.001
C -0.247 1.795 -6.337 -0.12 -0.02 0.16 0.000
C -0.417 1.564 -4.975 0.11 0.02 -0.12 0.001
C -1.690 1.384 -4.448 0.10 0.03 -0.08 0.001
C -2.798 1.442 -5.281 -0.05 -0.01 -0.17 0.001
C -2.647 1.671 -6.642 0.08 0.00 0.11 0.000
C -1.894 1.125 -2.982 0.24 -0.02 0.41 0.009
O -3.008 0.966 -2.524 -0.19 -0.05 0.14 0.012
O -0.788 1.098 -2.302 -0.11 -0.35 -0.52 0.069
H 0.745 1.937 -6.746 -0.02 0.00 0.00 0.000
H 0.442 1.530 -4.314 -0.06 0.02 -0.02 0.001
H -3.780 1.303 -4.846 0.03 0.00 0.00 0.000
H -3.509 1.715 -7.294 0.00 0.00 0.00 0.000
C 1.572 -3.741 -3.061 0.08 -0.02 -0.07 0.000
C 1.027 -3.230 -1.742 0.00 0.15 0.13 0.000
C 1.605 -4.032 -0.587 0.03 -0.01 0.12 0.000
O 1.456 -1.862 -1.563 -0.13 -0.03 -0.02 0.003
B 0.418 -1.127 -1.004 -0.29 -0.58 -0.34 0.010
O -0.726 -1.935 -0.891 0.23 -0.07 0.00 0.001
C -0.525 -3.117 -1.688 0.09 0.17 -0.04 -0.001
C -1.223 -4.289 -1.035 -0.09 -0.11 0.03 0.000
C -1.141 -2.832 -3.053 -0.05 0.08 -0.06 0.000
H 2.654 -3.867 -2.984 -0.04 0.00 -0.02 0.000
H 1.372 -3.034 -3.865 -0.02 -0.04 0.01 0.000
H 1.127 -4.708 -3.316 0.05 0.03 0.01 0.000
H 2.690 -3.918 -0.592 -0.02 -0.01 0.01 0.000
H 1.361 -5.093 -0.674 0.03 0.02 0.02 0.000
H 1.231 -3.656 0.368 0.01 -0.03 -0.03 0.000
H -0.922 -4.404 0.005 0.00 0.00 -0.03 0.000
H -1.001 -5.216 -1.574 -0.02 0.03 0.04 0.000
H -2.302 -4.127 -1.065 0.03 -0.02 0.02 0.000
H -0.643 -1.987 -3.535 -0.02 -0.06 0.02 0.000
H -2.188 -2.559 -2.910 0.03 -0.02 -0.01 0.000
H -1.087 -3.703 -3.712 -0.01 0.05 0.02 0.000
```
Forces are in eV/Å.

Computed properties:
- LUMO energy (alpha / beta): 2.0 / 2.1 eV
- Charge: -1
- Orbital gap (alpha / beta): 0.2099 / 0.2128 Eh
- Spin multiplicity: 2

=====

3.
The following is a DFT calculation (ωB97M-V/def2-TZVPD) of an isolated ion of composition C4H9N4 and charge +1 at a distorted geometry.

```
17
Properties=species:S:1:pos:R:3:forces:R:3:mulliken_charge:R:1
C 1.193 1.052 -0.723 -0.68 -0.75 -0.26 -0.292
C 0.174 -1.336 -1.040 1.02 -0.07 -1.20 -0.189
C -0.753 -0.847 -0.206 0.87 2.15 2.09 0.634
C 0.666 2.063 1.552 -0.96 2.34 -2.58 -0.929
N -0.477 0.239 0.654 0.39 0.78 -0.10 -0.351
N 0.586 1.177 0.397 -0.87 -1.30 -1.16 0.155
N 0.318 -1.979 -2.167 -5.64 5.28 -0.75 -0.312
N -1.941 -1.440 0.134 1.32 -0.58 -1.52 -0.407
H 1.872 1.862 -1.058 -0.15 -0.53 0.76 0.255
H 0.642 1.436 2.341 -0.43 -1.59 3.07 0.395
H 1.605 2.509 1.563 1.74 0.84 -0.18 0.420
H -0.088 2.888 1.544 0.29 -1.08 0.04 0.272
H -0.626 0.204 1.671 -0.33 -0.63 -0.91 0.275
H -0.203 -1.585 -3.047 1.18 -1.08 2.04 0.306
H 1.027 -2.533 -2.386 3.91 -3.02 -0.60 0.237
H -1.937 -2.338 -0.360 -0.93 0.04 1.10 0.285
H -2.058 -1.370 1.130 -0.74 -0.79 0.18 0.246
```
Forces are in eV/Å.

Computed properties:
- LUMO energy (alpha / beta): -4.2 / -4.2 eV
- Charge: +1
- Orbital gap (alpha / beta): 0.3219 / 0.3219 Eh
- Spin multiplicity: 1